139
Properties=species:S:1:pos:R:3:forces:R:3:lowdin_charge:R:1 method="wB97M-V/def2-TZVPD" fmax_ev_per_a=3.00 e_lumo_ha=0.015 charge=0 energy_ev=-72747.652 gap_ev=8.748
C 3.3279 4.0418 0.0268 -1.16 -0.13 0.43 -0.13
O 2.1280 3.6334 -0.5989 -0.40 -1.07 -1.73 -0.21
C 2.3235 2.4908 -1.5147 -1.61 0.32 -0.29 -0.14
C 0.9377 2.0762 -2.2314 1.68 0.92 0.78 -0.19
N 0.4504 3.1475 -3.0949 0.23 -0.89 -1.07 -0.05
C -0.7055 2.7045 -3.9408 0.99 0.66 1.64 -0.19
C -1.1125 3.6976 -4.9915 -1.46 2.16 0.41 -0.17
O -1.1509 5.0656 -4.4377 0.19 -1.00 0.71 -0.22
C -1.6609 6.1358 -5.2240 0.59 -1.05 -0.10 -0.11
H 3.9914 4.6566 -0.5813 0.41 -0.72 -0.59 0.09
H 3.6780 3.1114 0.4739 1.17 0.43 0.15 0.08
H 3.0404 4.7574 0.7971 -0.20 -0.26 0.36 0.08
H 2.7205 1.6108 -1.0086 -0.19 -0.02 0.63 0.09
H 3.0837 2.7110 -2.2642 -0.17 0.49 -0.25 0.11
H 0.2334 1.7315 -1.4743 -0.25 0.20 0.46 0.08
H 1.1075 1.1681 -2.8099 0.37 0.10 -0.28 0.11
H 0.1807 3.9404 -2.5303 -0.10 0.14 -0.13 0.10
H -1.4778 2.5055 -3.1977 -0.78 -0.07 -0.55 0.09
H -0.4957 1.7779 -4.4751 0.31 -0.14 0.22 0.12
H -2.1611 3.5138 -5.2254 -0.09 -0.48 -0.44 0.12
H -0.5320 3.6250 -5.9112 0.35 0.25 0.09 0.12
H -0.9534 6.2072 -6.0501 -0.33 0.72 -0.39 0.08
H -1.7124 7.0381 -4.6146 0.53 -0.11 0.08 0.08
H -2.6847 6.0053 -5.5745 -0.12 -0.51 -0.24 0.08
C 7.2729 5.3089 3.3135 0.56 -0.54 1.71 -0.10
O 6.2467 4.4259 3.8545 0.35 2.19 -2.02 -0.18
C 5.0126 4.6760 3.1500 -0.18 -0.94 0.20 -0.23
C 4.2453 3.3811 3.3305 -1.09 0.88 -0.12 -0.23
N 3.6203 3.2992 4.6544 -0.14 -1.93 -0.11 -0.04
C 3.0579 1.9217 4.9880 -0.64 0.49 -0.84 -0.15
C 2.1482 1.2331 3.9165 0.28 1.31 -0.34 -0.20
O 2.8420 0.8440 2.7325 1.40 0.99 1.66 -0.19
C 2.0562 0.2745 1.7713 -1.48 -0.68 -0.97 -0.13
H 7.7481 5.0232 2.3751 -0.60 -0.48 -0.28 0.08
H 8.0659 5.2557 4.0595 0.14 0.07 -0.01 0.08
H 7.0057 6.3638 3.2511 -0.58 -0.04 0.01 0.08
H 5.1132 4.8986 2.0877 0.80 -0.55 -0.35 0.10
H 4.4848 5.5815 3.4494 -0.05 -0.01 0.99 0.12
H 4.9398 2.5936 3.0380 -0.06 -0.37 0.25 0.13
H 3.3842 3.3522 2.6630 0.29 -0.04 -0.32 0.09
H 4.2996 3.4539 5.3856 0.29 0.23 0.00 0.09
H 2.3932 2.1819 5.8118 -0.07 -0.57 0.24 0.10
H 3.7934 1.1879 5.3175 0.35 0.13 0.01 0.11
H 1.3696 1.9585 3.6806 -0.12 0.50 -0.51 0.10
H 1.5343 0.4222 4.3084 0.50 -0.60 0.45 0.11
H 1.2236 0.9077 1.4648 -0.31 0.23 0.16 0.07
H 1.6462 -0.6655 2.1405 -0.27 -0.32 -0.09 0.08
H 2.5639 0.0530 0.8326 0.60 0.00 0.39 0.08
C -3.7993 -4.3370 -0.5085 -0.39 0.14 0.13 -0.11
O -3.1700 -3.6105 -1.5503 0.48 -0.25 0.71 -0.18
C -1.7488 -3.8262 -1.4774 -0.67 0.17 0.18 -0.23
C -1.0462 -2.8451 -2.3040 -0.20 1.35 -1.64 -0.24
N -1.0788 -3.1584 -3.7357 2.51 -0.71 0.07 -0.04
C 0.0247 -2.3683 -4.4136 -2.54 -0.37 -1.18 -0.17
C -0.0101 -2.5142 -5.9291 0.69 -1.23 -0.11 -0.26
O -0.7368 -1.5318 -6.5987 -1.26 0.95 -0.40 -0.18
C -2.0875 -1.3972 -6.1471 0.36 0.19 0.50 -0.10
H -3.6952 -5.4072 -0.6874 -0.10 -0.14 0.16 0.09
H -4.8473 -4.0634 -0.3858 -0.17 -0.03 -0.82 0.08
H -3.4343 -4.0847 0.4871 0.78 -0.03 0.05 0.07
H -1.4658 -4.8001 -1.8770 -0.20 -0.47 0.39 0.13
H -1.3718 -3.6539 -0.4692 -0.39 -0.39 0.31 0.10
H -0.0248 -2.7446 -1.9370 0.04 0.11 -0.20 0.12
H -1.5518 -1.8795 -2.3014 0.23 0.44 1.27 0.11
H -2.0254 -2.9736 -4.0355 0.29 0.29 -0.61 0.09
H 1.0275 -2.6413 -4.0852 -0.39 0.07 0.61 0.12
H -0.2307 -1.3096 -4.3683 0.79 0.53 1.00 0.10
H -0.3335 -3.5131 -6.2217 -0.48 -0.29 0.10 0.12
H 1.0032 -2.4754 -6.3288 0.09 0.42 0.01 0.12
H -2.6377 -0.5900 -6.6307 0.48 -0.15 -0.69 0.09
H -2.1097 -1.0763 -5.1056 0.04 -0.18 0.32 0.07
H -2.6517 -2.3260 -6.2313 0.00 -0.19 -0.16 0.09
C -5.8468 -0.8381 -2.9919 0.98 0.24 2.18 -0.09
O -4.8512 0.1712 -2.8117 0.60 1.24 -0.56 -0.21
C -4.2154 0.1981 -1.5285 0.34 -0.32 0.08 -0.18
C -3.3452 1.4398 -1.1776 -0.27 -0.29 -0.98 -0.16
N -2.9819 1.5128 0.2597 -0.14 -0.61 -1.03 -0.07
C -2.1607 2.6652 0.5344 0.52 0.79 0.91 -0.17
C -1.4414 2.5992 1.9042 0.25 -0.19 -2.07 -0.21
O -2.4667 2.6456 2.8503 0.45 -0.14 1.69 -0.23
C -1.9074 2.4827 4.1799 -0.33 0.75 -0.99 -0.04
H -5.5850 -1.6898 -2.3641 0.25 -0.46 -0.11 0.07
H -5.8990 -1.2013 -4.0183 -0.32 0.67 0.05 0.09
H -6.7129 -0.4319 -2.4695 -0.84 -0.21 -0.92 0.09
H -3.5790 -0.6858 -1.5712 0.06 -0.20 0.92 0.11
H -4.9333 0.1791 -0.7086 -0.45 -0.58 0.03 0.12
H -3.8272 2.3303 -1.5811 -0.42 0.35 0.30 0.12
H -2.4292 1.3911 -1.7664 0.28 -0.18 0.24 0.09
H -3.7824 1.5760 0.8723 -0.37 -0.33 -0.53 0.07
H -2.7939 3.5410 0.6759 -0.12 0.49 -0.50 0.12
H -1.4843 2.8468 -0.3008 0.21 -0.01 0.21 0.12
H -0.7540 3.4357 2.0305 -0.10 0.43 -0.08 0.13
H -0.7980 1.7215 1.9654 -0.31 -0.53 0.24 0.10
H -1.5622 1.4537 4.2805 -0.30 -0.04 0.48 0.08
H -2.6539 2.8681 4.8743 -0.04 -0.71 0.15 0.10
H -1.0469 3.1430 4.2872 0.19 0.05 -0.10 0.09
C -2.8179 -1.1461 2.6789 0.73 0.11 1.10 -0.04
O -1.5826 -1.7962 2.3250 -0.35 -0.37 -0.26 -0.23
C -1.0472 -2.6209 3.3395 -0.13 -1.43 1.27 -0.20
C -1.3183 -4.1726 3.1892 0.40 1.00 -1.47 -0.16
N -0.6215 -4.7195 2.0118 0.73 -0.42 0.54 -0.06
C 0.8223 -4.9721 2.2396 -0.19 -0.73 0.00 -0.18
C 1.4398 -5.6245 0.9733 0.69 1.28 1.67 -0.16
O 1.8748 -4.5271 0.1881 -1.51 -0.08 0.25 -0.24
C 2.0867 -4.8088 -1.1316 0.38 0.41 -2.45 -0.12
H -2.5506 -0.4527 3.4763 -0.30 -0.19 0.68 0.08
H -3.5248 -1.9050 3.0143 -0.31 0.35 -0.12 0.10
H -3.2122 -0.4342 1.9537 0.23 -0.87 -0.80 0.07
H -1.4196 -2.3823 4.3358 -0.39 0.56 0.04 0.11
H 0.0271 -2.4601 3.4298 0.13 0.13 -0.47 0.11
H -2.3782 -4.3404 2.9978 -0.18 0.11 0.30 0.10
H -1.0128 -4.7650 4.0517 -0.05 0.37 0.25 0.12
H -0.6578 -3.9818 1.3229 -0.07 0.00 -0.42 0.07
H 1.0419 -5.6364 3.0754 -0.83 -0.51 0.12 0.11
H 1.3056 -4.0675 2.6086 0.62 0.32 -0.74 0.11
H 0.7069 -6.3246 0.5723 -0.15 0.44 -0.65 0.13
H 2.3687 -6.1687 1.1440 -0.09 -0.48 0.62 0.12
H 2.8227 -5.5942 -1.3032 0.04 -0.24 0.08 0.10
H 2.4506 -3.9058 -1.6218 0.50 0.11 0.25 0.10
H 1.1936 -4.9829 -1.7317 -0.49 -0.64 0.38 0.09
O -6.3918 -0.3696 2.5658 -0.51 -0.73 0.14 -0.07
H -5.8459 0.4013 2.4112 0.50 0.26 -0.01 -0.05
H -7.0344 -0.3547 1.8564 -0.19 -0.14 -0.12 0.03
O -0.8763 -0.3791 0.1823 0.95 -0.02 -0.80 -0.05
H -1.0774 -0.8859 0.9691 0.09 -0.37 0.34 -0.02
H -1.6187 0.2172 0.0848 -0.60 0.34 0.14 -0.03
O -4.9770 1.8269 2.3993 -0.75 0.20 -0.11 -0.05
H -5.6186 2.3460 2.8842 -0.33 0.16 0.07 0.08
H -4.1370 2.2441 2.5904 1.08 0.23 0.34 0.01
C 4.4763 -2.6110 1.1679 0.61 0.33 -0.74 -0.26
C 5.1853 -3.8747 0.7932 0.58 -1.19 0.61 -0.26
O 5.6854 -3.9089 -0.5276 0.05 0.08 0.03 -0.05
O 3.4012 -2.4071 0.3157 -0.70 0.70 -0.16 -0.07
H 5.0867 -1.7352 0.9476 0.53 -0.03 0.53 0.13
H 4.2466 -2.6496 2.2328 -0.31 0.14 0.26 0.12
H 4.5487 -4.7456 0.9494 -0.63 0.06 -0.46 0.11
H 5.9802 -4.1504 1.4861 0.42 0.54 0.32 0.12
H 6.5454 -3.4871 -0.4630 0.09 0.06 -0.41 0.09
H 2.8594 -3.1996 0.3085 -0.34 -0.15 0.28 0.02


135
Properties=species:S:1:pos:R:3:forces:R:3:lowdin_spin:R:1 method="wB97M-V/def2-TZVPD" fmax_ev_per_a=2.48 e_lumo_ha="0.089 / 0.086" e_above_lowest_ev=0.385 charge=-1 multiplicity=2 energy_ev=-63445.592 s2=0.75 gap_ev="1.737 / 8.878"
C 1.4806 -0.2695 -0.5995 -0.70 0.95 -0.28 0.02
C 0.1136 0.4787 -0.4556 1.97 -1.16 -0.25 0.01
O -0.7839 -0.5096 -0.0701 -0.99 -0.26 1.15 0.00
H 1.3510 -1.2515 -1.0545 -0.15 0.25 -0.53 0.01
H 1.9062 -0.5162 0.3732 0.10 0.50 0.15 0.00
H 2.1031 0.3954 -1.1983 0.65 -0.37 0.11 0.00
H -0.1927 0.9778 -1.3750 0.04 -0.14 -0.19 0.00
H 0.2588 1.2568 0.2938 -0.40 0.03 0.30 0.00
H -1.3841 -0.7011 -0.7945 -0.35 -0.03 -0.46 0.00
C 7.8003 0.1076 1.0154 1.25 0.12 0.90 0.00
O 7.4435 -0.9861 1.8440 0.61 1.23 -0.38 0.00
C 6.3521 -1.6600 1.3449 -1.31 -0.95 1.53 0.00
C 5.9005 -2.5207 2.5455 0.05 -0.94 0.80 0.00
N 4.9492 -3.6136 2.4045 0.34 0.31 -0.55 0.00
C 3.6514 -3.1906 1.9083 -0.73 -1.46 -0.83 0.00
C 2.8315 -4.4104 1.3928 1.17 1.17 0.15 0.00
O 3.3667 -4.8984 0.1351 -0.68 0.53 0.95 0.01
C 2.8370 -6.1721 -0.1634 0.01 -0.08 0.22 0.01
H 8.2024 -0.1796 0.0438 -0.19 -0.33 -0.20 0.00
H 8.6282 0.5336 1.5822 0.04 0.47 -0.28 0.00
H 7.0379 0.8720 0.8657 -0.29 -0.21 0.14 0.00
H 6.6659 -2.2651 0.4944 -0.50 -0.10 -0.37 0.00
H 5.5321 -0.9638 1.1689 -0.03 0.11 -0.85 0.00
H 5.4737 -1.9599 3.3771 0.20 0.92 -0.30 0.00
H 6.8068 -2.9429 2.9795 0.19 -0.11 -0.09 0.00
H 5.3737 -4.3365 1.8412 -0.37 -0.12 -0.37 0.00
H 3.6521 -2.4612 1.0982 0.31 0.23 -0.15 0.00
H 3.0501 -2.7745 2.7166 0.11 0.16 0.21 0.00
H 1.8006 -4.0601 1.3402 -0.25 -0.29 -0.55 0.00
H 2.8979 -5.1363 2.2032 0.00 -0.61 -0.21 0.00
H 3.1458 -6.8393 0.6413 -0.07 -0.48 -0.10 0.00
H 3.1836 -6.5377 -1.1300 0.39 0.25 0.11 0.00
H 1.7491 -6.1839 -0.2298 -0.26 0.21 0.18 0.00
C -6.1393 -3.0328 0.4169 -0.16 -0.37 -0.42 0.00
C -5.1740 -3.9774 -0.3013 0.49 0.46 1.34 0.00
C -3.7082 -3.7503 0.1285 0.64 0.98 -1.84 0.00
O -2.8856 -4.7669 -0.4677 0.92 -0.30 -0.48 0.00
C -1.4536 -4.5157 -0.6192 -1.03 0.29 0.82 0.01
N -5.4760 -5.3360 0.0357 -0.34 -1.15 -0.16 0.00
H -7.1370 -3.4714 0.4032 -0.10 -0.09 -0.43 0.00
H -6.1638 -2.1133 -0.1679 -0.09 0.32 0.69 0.00
H -5.9556 -2.9209 1.4855 0.53 0.48 -0.09 0.00
H -5.3019 -3.7986 -1.3689 0.30 -0.26 -0.13 0.00
H -3.5407 -3.6926 1.2041 -0.30 -0.10 0.17 0.00
H -3.4265 -2.8123 -0.3499 0.39 0.50 0.34 0.00
H -0.9319 -4.7643 0.3050 -0.03 0.03 0.27 0.00
H -1.2408 -3.4691 -0.8373 -0.18 0.15 -0.09 0.00
H -0.9911 -5.1291 -1.3924 -0.66 -0.13 -0.19 0.01
H -5.2792 -5.4005 1.0242 -0.37 -0.15 0.56 0.00
H -4.6843 -5.8428 -0.3337 -0.02 -0.64 -0.37 0.00
C -2.5864 -2.1956 3.4321 -0.43 -0.32 -0.28 0.00
C -3.1020 -0.9338 2.8242 -1.09 1.61 -0.07 0.00
C -4.3309 -0.2665 3.5431 0.34 -0.72 -0.95 0.00
O -5.4464 -1.1842 3.4279 -0.21 0.18 1.83 0.00
C -6.5450 -0.8585 4.3411 0.91 -0.01 -1.46 0.00
N -1.9911 -0.0016 2.6576 -0.06 0.10 0.48 0.00
H -1.9762 -2.6078 2.6285 0.25 -0.51 0.30 0.00
H -3.4523 -2.8323 3.6139 0.23 -0.40 0.20 0.00
H -1.9730 -2.0450 4.3205 -0.15 0.09 0.02 0.00
H -3.4907 -1.1726 1.8342 -0.32 -0.33 -0.21 0.00
H -4.6480 0.6515 3.0482 0.37 0.20 -0.29 0.00
H -4.0381 0.0308 4.5501 -0.29 -0.43 0.53 0.00
H -6.2044 -0.6746 5.3601 0.13 -0.01 0.00 0.00
H -7.2763 -1.6666 4.3276 0.28 -0.18 -0.05 0.00
H -7.0440 0.0193 3.9307 -0.10 0.30 0.27 0.00
H -2.3489 0.9111 2.4146 -0.34 0.20 0.01 0.00
H -1.5049 -0.3062 1.8264 0.43 -0.04 -0.14 0.00
C 5.2584 1.9540 -1.6812 -2.03 1.34 0.00 0.01
C 5.5587 3.2687 -0.9468 0.82 -1.02 0.55 0.01
C 4.9499 3.2627 0.5366 0.81 -0.65 -2.25 0.00
O 3.5694 3.1135 0.3682 -0.49 0.68 -0.82 0.01
C 2.7740 2.7935 1.4895 1.08 0.03 0.33 0.01
N 7.0288 3.3192 -0.8916 -0.16 0.23 1.55 0.00
H 4.1706 1.9655 -1.7488 -0.26 -0.49 -0.11 0.00
H 5.5349 1.0423 -1.1517 0.44 0.24 -0.11 0.00
H 5.5705 2.0264 -2.7230 0.51 -0.34 0.13 0.01
H 5.1905 4.1497 -1.4725 -0.54 -0.15 -0.15 0.01
H 5.2607 4.1627 1.0672 -0.25 0.30 0.19 0.00
H 5.4398 2.4041 0.9961 -0.22 -0.26 0.49 0.00
H 3.0476 3.4611 2.3066 0.00 -0.17 0.42 0.00
H 3.0056 1.7514 1.7095 -0.38 -0.13 0.60 0.00
H 1.7064 2.9421 1.3277 0.18 -0.07 -0.56 0.00
H 7.4934 3.5050 -1.7690 -0.31 0.14 -0.08 0.00
H 7.2465 4.0395 -0.2179 0.69 0.27 -0.15 0.00
C -1.3878 4.3887 1.1298 0.31 -0.26 0.41 0.04
C -1.7712 3.2382 2.0282 -0.52 -0.38 0.41 0.00
C -1.6479 3.5770 3.5274 -0.84 -0.30 -0.40 0.00
O -0.3393 3.9618 3.8894 -0.49 0.82 -0.17 0.00
C -0.2550 4.3273 5.2420 0.47 -1.00 1.00 0.01
N -3.1275 2.7355 1.7769 -0.23 -0.36 0.16 0.00
H -1.9494 5.2629 1.4593 0.10 0.27 -0.42 0.01
H -1.5910 4.0988 0.0989 -0.17 0.33 -0.07 0.02
H -0.3124 4.5433 1.2173 0.02 0.41 0.01 0.01
H -1.1475 2.3888 1.7498 0.38 -0.07 0.37 0.00
H -2.0897 2.8368 4.1945 0.79 -1.23 -0.13 0.00
H -2.4360 4.2993 3.7399 0.31 1.43 -0.24 0.00
H -0.9937 5.0098 5.6623 -0.39 0.30 -0.67 0.00
H 0.7234 4.7157 5.5249 0.14 0.18 -0.68 0.00
H -0.3374 3.4167 5.8354 -0.21 -0.27 0.27 0.00
H -3.2633 2.5726 0.7895 0.07 -0.06 -0.29 0.00
H -3.9155 3.3224 2.0106 0.28 0.57 0.39 0.00
C -4.6892 0.2712 -0.4844 -0.51 0.82 0.00 0.01
C -3.5816 1.0309 -1.1637 1.67 -1.23 -0.07 0.01
C -3.1974 0.3659 -2.4863 -0.57 2.22 -0.35 0.05
O -2.4786 -0.7681 -2.2268 0.61 -1.94 -1.06 0.01
C -1.9971 -1.3913 -3.4354 0.49 -0.64 0.75 0.07
N -3.8758 2.4154 -1.3264 -0.80 0.73 -0.19 0.03
H -5.0055 0.7253 0.4546 0.52 -0.10 0.37 0.00
H -4.4173 -0.7752 -0.3457 -0.34 0.08 -0.14 0.00
H -5.5698 0.4603 -1.0983 -0.26 -0.79 -0.31 0.01
H -2.6608 0.9251 -0.5900 -0.01 0.23 0.49 0.00
H -2.5964 1.0336 -3.1036 0.52 0.52 0.22 0.02
H -4.0742 0.3092 -3.1313 -0.56 -1.05 -0.02 0.03
H -1.3852 -0.7630 -4.0826 -0.30 0.69 0.14 0.01
H -2.7935 -1.8532 -4.0189 -0.22 0.14 0.08 0.02
H -1.3007 -2.1652 -3.1123 -0.18 -0.24 0.09 0.01
H -4.5380 2.4478 -2.0883 -0.72 0.43 -0.10 0.04
H -3.0941 2.9044 -1.7385 0.60 0.15 0.04 0.05
C 1.3676 1.1759 -7.7469 0.59 0.10 0.32 0.03
C 0.5375 1.6676 -6.5779 -0.30 0.84 0.21 0.03
C 1.3023 2.1982 -5.3259 -0.38 -1.13 0.24 0.04
O 0.3656 2.4500 -4.2572 0.43 -0.98 -1.03 0.04
C 0.8825 2.9792 -3.0482 -0.75 1.23 -1.03 0.06
N -0.3954 2.6803 -7.0956 -0.11 -0.47 0.31 0.01
H 1.9878 1.9761 -8.1508 -0.06 0.21 -0.13 0.00
H 0.6842 0.8391 -8.5265 0.12 -0.04 0.03 0.00
H 2.0673 0.3835 -7.4813 -0.12 -0.22 0.09 0.01
H -0.1221 0.8552 -6.2729 0.20 -0.17 0.33 0.01
H 1.9280 3.0571 -5.5684 -0.18 0.44 -0.06 0.01
H 1.9851 1.4164 -4.9933 0.26 -0.21 0.13 0.02
H 1.7969 2.5590 -2.6295 0.00 -0.45 -0.20 0.00
H 0.0423 2.9574 -2.3541 0.17 -0.22 0.25 0.02
H 1.0238 4.0344 -3.2822 0.55 0.36 0.51 0.02
H -0.9939 2.8403 -6.2979 -0.51 0.55 -0.01 0.03
H 0.0945 3.5455 -7.2730 0.13 0.22 0.00 0.01